No. 1
DFT (ωB97M-V/def2-TZVPD) results for a structure of composition C36H53AsBrMnN6O3P in a non-equilibrium geometry.

Strongest force on any atom   1.6 eV/A
HOMO-LUMO gap (alpha / beta)   7.0 / 6.8 eV
E   -224767.2537 eV
ΔE to the lowest compared entry with this formula, charge and spin   0.0 kJ/mol

ORCA input file:
```
! RIJCOSX wB97M-V def2-TZVPD def2/J DEFGRID3
* xyz 0 2
Mn -1.0050 0.3764 -0.0627
Br -2.5663 -3.0893 -0.9422
C -1.4586 -2.1864 -2.1900
C -1.0737 -2.9060 -3.3124
C -0.3282 -2.2477 -4.2684
C -0.0059 -0.9183 -4.0696
C -0.4211 -0.3033 -2.9040
N -1.1471 -0.9252 -1.9644
C -0.0604 1.1623 -2.6698
O 0.3923 1.7899 -3.6166
O -0.3078 1.5773 -1.4934
H -1.3574 -3.9424 -3.4171
H -0.0027 -2.7713 -5.1593
H 0.5558 -0.3300 -4.7810
O -0.8991 2.3448 1.1392
C -1.4679 2.2637 2.4356
C -1.7449 0.8418 2.8353
C -1.7274 0.4577 4.1670
C -2.1240 -0.8279 4.4971
C -2.5314 -1.6770 3.4881
C -2.4742 -1.2166 2.1795
N -2.0812 0.0101 1.8537
H 0.0296 2.5984 1.2037
H -2.4241 2.7935 2.4011
H -0.8477 2.7556 3.1850
H -1.4116 1.1625 4.9260
H -2.1076 -1.1606 5.5279
H -2.8554 -2.6894 3.6896
H -2.7502 -1.8523 1.3545
C -2.9351 3.4677 -1.0813
As -3.2480 1.5541 -1.0363
C -5.0706 1.5750 -0.3582
C -3.5634 1.1636 -2.9407
C -4.4574 2.1125 -3.6758
C -3.9270 3.2303 -4.3217
C -4.7545 4.1309 -4.9770
C -6.1294 3.9295 -5.0005
C -6.6665 2.8151 -4.3701
C -5.8357 1.9156 -3.7160
H -3.6734 3.9690 -1.7057
H -1.9272 3.6415 -1.4542
H -3.0006 3.8436 -0.0604
H -5.6679 2.3158 -0.8891
H -5.0445 1.8209 0.7037
H -5.5231 0.5893 -0.4734
H -3.9577 0.1460 -2.9544
H -2.5720 1.1414 -3.3923
H -2.8531 3.3869 -4.3133
H -4.3231 4.9898 -5.4763
H -6.7762 4.6321 -5.5100
H -7.7350 2.6401 -4.3928
H -6.2617 1.0398 -3.2376
N 0.5588 -0.5206 0.5275
P 1.9854 -0.7696 0.9237
N 2.9166 0.6288 1.0491
C 2.4585 1.8721 0.4614
C 2.4775 2.9845 1.5091
C 3.8811 3.1132 2.1082
C 4.3966 1.7616 2.6065
C 4.2911 0.7165 1.5004
N 2.1483 -1.6327 2.3583
C 0.9481 -2.1365 3.0163
C 1.2010 -2.2564 4.5118
C 2.2796 -3.3194 4.7965
C 3.1921 -3.5040 3.5765
C 3.4179 -2.1872 2.8443
N 2.9901 -1.6740 -0.0958
C 2.6714 -3.1074 -0.2138
C 2.0500 -3.4171 -1.5678
C 3.0515 -3.1448 -2.6974
C 3.9744 -1.9696 -2.3268
C 3.2673 -1.0103 -1.3826
H 1.4778 1.6925 0.0294
H 3.1235 2.1582 -0.3695
H 1.7644 2.7237 2.3040
H 2.1703 3.9410 1.0678
H 3.8950 3.8523 2.9118
H 4.5552 3.4808 1.3261
H 3.7816 1.4224 3.4478
H 5.4276 1.8475 2.9595
H 4.6509 -0.2503 1.8341
H 4.9346 1.0193 0.6574
H 0.6477 -3.1202 2.6171
H 0.1410 -1.4513 2.7861
H 0.2714 -2.5005 5.0344
H 1.5283 -1.2775 4.8751
H 1.8098 -4.2733 5.0465
H 2.8744 -3.0293 5.6657
H 2.7467 -4.2187 2.8792
H 4.1569 -3.9189 3.8756
H 4.0894 -2.3456 2.0002
H 3.9147 -1.4851 3.5289
H 1.9805 -3.3820 0.5839
H 3.5771 -3.7118 -0.0723
H 1.1722 -2.7753 -1.6736
H 1.7010 -4.4523 -1.6002
H 2.5136 -2.9196 -3.6226
H 3.6488 -4.0396 -2.8921
H 4.2935 -1.4326 -3.2216
H 4.8795 -2.3379 -1.8350
H 2.3386 -0.6531 -1.8530
H 3.8836 -0.1303 -1.1950
*
```

Mulliken atomic charge list, values in e, 2 entries: 0.956 -0.085



No. 2
DFT (ωB97M-V/def2-TZVPD) results for a cluster of 2 separate species, C4H6O2 in total in a non-equilibrium geometry.

Strongest force on any atom   2.2 eV/A
SMILES   C=C=O.CC=O
HOMO-LUMO gap   9.4 eV
E   -8337.5945 eV
ΔE to the lowest compared entry with this formula, charge and spin   276.6 kJ/mol

ORCA input file:
```
! RIJCOSX wB97M-V def2-TZVPD def2/J DEFGRID3
* xyz 0 1
C 1.5540 -0.7517 -1.0711
C 1.6666 0.1184 -0.0838
O 2.1764 0.5619 0.8686
H 1.0386 -0.5433 -1.9897
H 2.5179 -1.2485 -1.0281
C -1.3424 -0.1487 1.0216
C -1.1573 0.6228 -0.2137
O -0.1306 1.1649 -0.5503
H -2.0032 -1.0146 0.8154
H -0.4485 -0.4971 1.5703
H -1.7598 0.8410 1.4343
H -2.1142 0.8596 -0.7330
*
```

Mulliken atomic charge list, values in e, 2 entries: -0.936 0.709